{
  "formula": "C40H65GeHgIN6OS2Si",
  "method": "the ωB97M-V functional and the def2-TZVPD basis",
  "species": ["Hg", "C", "C", "N", "N", "C", "O", "C", "C", "C", "C", "C", "C", "C", "C", "C", "C", "C", "N", "H", "H", "H", "H", "H", "H", "H", "H", "H", "H", "H", "H", "C", "Si", "C", "C", "C", "C", "C", "C", "N", "C", "S", "H", "H", "H", "H", "H", "H", "H", "H", "H", "H", "H", "H", "I", "C", "H", "H", "C", "C", "C", "C", "Ge", "C", "C", "C", "C", "H", "H", "H", "H", "H", "H", "H", "H", "H", "H", "H", "H", "H", "H", "H", "H", "H", "H", "H", "C", "C", "C", "C", "N", "C", "S", "N", "C", "C", "C", "C", "H", "H", "H", "H", "H", "H", "H", "H", "H", "H", "H", "H", "H", "H", "H", "H", "H", "H", "H", "H"],
  "xyz": [[-0.1157, 0.1923, 0.5890], [1.8640, -3.7701, -0.8201], [1.4208, -2.5248, -0.1079], [0.1572, -2.0716, -0.1745], [-0.7802, -3.0039, -0.4533], [-1.9508, -2.5950, -0.7831], [-2.2896, -1.2920, -0.9211], [-3.0548, -3.5679, -0.8955], [-2.8117, -4.9336, -1.0638], [-3.8636, -5.8252, -1.1701], [-5.1801, -5.3784, -1.0918], [-5.4275, -4.0273, -0.9007], [-4.3748, -3.1271, -0.8076], [2.3234, -1.8104, 0.7144], [3.6982, -2.1515, 0.8204], [4.4926, -1.4930, 1.7195], [3.9392, -0.4924, 2.5339], [2.6091, -0.1716, 2.3378], [1.8253, -0.7774, 1.4523], [1.0014, -4.2743, -1.2487], [2.3688, -4.4667, -0.1459], [2.5661, -3.5374, -1.6304], [-1.7852, -5.2728, -1.1075], [-3.6589, -6.8798, -1.3116], [-6.0008, -6.0804, -1.1707], [-6.4465, -3.6672, -0.8247], [-4.5626, -2.0729, -0.6466], [4.1077, -2.9289, 0.1905], [5.5425, -1.7501, 1.8037], [4.5274, 0.0377, 3.2701], [2.1462, 0.6289, 2.9000], [4.4486, 3.9049, 2.1920], [4.8473, 3.5796, 0.3974], [6.6772, 3.1200, 0.3833], [4.6559, 5.1800, -0.5650], [3.9213, 2.2295, -0.5228], [4.6062, 1.5448, -1.5164], [4.0094, 0.5066, -2.2260], [2.7081, 0.1931, -1.8937], [1.9982, 0.8513, -0.9844], [2.5645, 1.8655, -0.2945], [1.5861, 2.6654, 0.8908], [5.2118, 4.5773, 2.5985], [4.4565, 2.9778, 2.7692], [3.4638, 4.3513, 2.3079], [7.2629, 3.9492, 0.7898], [7.0643, 2.9032, -0.6134], [6.8564, 2.2423, 1.0094], [5.2075, 5.9972, -0.0922], [3.6026, 5.4640, -0.6201], [5.0255, 5.0619, -1.5865], [5.6404, 1.7937, -1.7287], [4.5447, -0.0565, -2.9786], [2.2026, -0.6431, -2.3684], [-3.6972, 1.2851, 0.9150], [-1.6316, 1.6900, 0.4329], [-1.3781, 2.5284, 1.0743], [-1.6550, 2.0605, -0.5885], [-3.8106, -3.8134, -5.9229], [-3.4826, -2.4298, -5.3749], [-4.2353, -2.1330, -4.0827], [-3.9070, -0.7705, -3.4672], [-2.2019, -0.4972, -2.5454], [-0.5476, -1.0868, -3.4028], [0.0434, 0.0116, -4.2907], [-0.8251, 0.3512, -5.4980], [-0.2264, 1.4624, -6.3507], [-3.2705, -4.0211, -6.8482], [-4.8792, -3.9092, -6.1296], [-3.5460, -4.5860, -5.1978], [-3.7256, -1.6651, -6.1207], [-2.4075, -2.3547, -5.2011], [-4.0460, -2.9347, -3.3638], [-5.3088, -2.1741, -4.3005], [-4.6513, -0.4951, -2.7145], [-3.9573, 0.0044, -4.2406], [-2.0953, 1.0017, -2.2199], [-0.7028, -1.9983, -3.9835], [0.1255, -1.3442, -2.5814], [1.0328, -0.2957, -4.6468], [0.1971, 0.9214, -3.7015], [-1.8222, 0.6547, -5.1599], [-0.9715, -0.5485, -6.1049], [-0.0954, 2.3729, -5.7627], [-0.8603, 1.7027, -7.2059], [0.7556, 1.1734, -6.7319], [-2.9366, 5.5065, 5.2057], [-1.8539, 5.5302, 4.1298], [-1.0677, 4.2238, 4.0417], [-1.8672, 3.1125, 3.3691], [-1.2005, 1.8221, 3.4160], [-1.6550, 0.6552, 3.9152], [-1.0386, -0.7847, 3.3167], [-2.6094, 0.6569, 4.8777], [-2.8253, 1.6521, 5.9199], [-2.7662, 1.0397, 7.3195], [-1.3593, 0.8767, 7.8947], [-0.4456, -0.0647, 7.1169], [-3.4604, 6.4615, 5.2643], [-2.5004, 5.3045, 6.1872], [-3.6849, 4.7360, 5.0111], [-1.1644, 6.3529, 4.3303], [-2.3094, 5.7414, 3.1573], [-0.7589, 3.9028, 5.0414], [-0.1466, 4.3766, 3.4739], [-2.0116, 3.3667, 2.3135], [-2.8665, 3.0134, 3.7892], [-0.4759, 1.6783, 2.7220], [-2.9089, -0.2808, 5.0946], [-3.7941, 2.1403, 5.7747], [-2.0599, 2.4219, 5.8376], [-3.2762, 0.0696, 7.3053], [-3.3480, 1.6800, 7.9881], [-1.4550, 0.5178, 8.9236], [-0.8941, 1.8663, 7.9594], [-0.8944, -1.0543, 7.0079], [0.5082, -0.1856, 7.6324], [-0.2282, 0.2945, 6.1116]],
  "forces_ev_per_a": [[-0.225, -0.455, 0.025], [-0.016, -0.014, -0.006], [-0.055, -0.103, 0.148], [0.047, -0.046, -0.071], [0.073, 0.013, -0.221], [-0.115, -0.075, 0.062], [-0.106, 0.085, 0.023], [0.040, -0.003, 0.069], [0.045, 0.031, -0.041], [-0.037, -0.028, -0.003], [0.042, 0.001, 0.005], [0.018, 0.031, -0.019], [-0.059, -0.011, 0.058], [0.036, -0.053, -0.148], [-0.009, 0.018, 0.032], [-0.001, 0.000, 0.022], [-0.016, 0.011, -0.014], [0.032, 0.024, -0.004], [0.215, 0.067, 0.073], [0.009, 0.006, -0.001], [-0.006, -0.002, 0.003], [-0.003, 0.014, 0.025], [-0.008, -0.005, -0.010], [-0.002, 0.000, 0.001], [-0.001, -0.001, -0.006], [-0.001, -0.002, 0.006], [0.001, -0.011, -0.011], [-0.002, 0.006, -0.010], [-0.005, 0.008, -0.001], [-0.011, -0.005, -0.004], [-0.004, 0.029, 0.018], [-0.031, -0.074, 0.082], [-0.051, 0.084, -0.076], [0.036, 0.006, -0.033], [-0.037, 0.057, -0.012], [0.059, -0.064, 0.025], [-0.010, -0.110, 0.060], [0.005, 0.022, 0.035], [-0.023, -0.023, -0.051], [-0.003, 0.022, -0.046], [-0.079, -0.063, 0.037], [0.124, 0.403, -0.001], [0.006, -0.021, 0.017], [0.001, -0.002, 0.010], [0.015, 0.019, -0.008], [0.001, -0.014, 0.018], [0.028, 0.029, 0.000], [-0.005, -0.005, -0.008], [-0.001, 0.003, -0.009], [0.000, -0.013, 0.011], [0.001, 0.008, -0.002], [-0.010, 0.002, -0.012], [-0.006, 0.006, -0.012], [-0.014, 0.009, -0.035], [0.040, -0.107, -0.127], [0.016, 0.140, -0.248], [0.099, -0.201, -0.424], [-0.047, 0.048, 0.081], [-0.008, 0.008, 0.001], [-0.009, -0.006, 0.019], [0.025, 0.000, -0.009], [-0.070, -0.034, -0.037], [0.103, 0.109, -0.103], [0.043, -0.011, -0.080], [-0.014, -0.019, 0.000], [0.031, -0.004, 0.013], [0.004, -0.007, -0.007], [0.002, 0.003, -0.003], [-0.002, 0.001, 0.002], [-0.002, -0.003, 0.002], [0.013, 0.012, 0.001], [0.012, 0.003, -0.004], [0.003, 0.027, -0.036], [-0.017, -0.027, 0.026], [-0.034, -0.019, -0.017], [-0.032, 0.021, 0.017], [-0.030, -0.104, -0.084], [-0.026, -0.041, 0.034], [-0.004, 0.056, -0.010], [0.018, 0.031, 0.015], [0.060, -0.024, 0.047], [-0.017, -0.001, -0.004], [-0.015, 0.007, 0.001], [0.002, 0.000, 0.002], [-0.002, -0.003, -0.002], [0.004, 0.000, 0.003], [0.002, 0.000, -0.012], [-0.014, -0.029, 0.011], [0.028, -0.007, -0.042], [-0.076, 0.061, 0.161], [0.100, 0.032, 0.391], [-0.011, 0.264, -0.345], [-0.108, -0.310, 0.285], [0.021, -0.031, 0.036], [0.010, -0.018, -0.023], [0.005, 0.000, -0.021], [-0.003, 0.001, -0.022], [-0.006, 0.000, -0.001], [-0.006, 0.006, -0.003], [0.001, 0.001, 0.005], [0.006, -0.007, -0.004], [0.002, 0.006, 0.012], [0.021, 0.015, -0.013], [-0.001, 0.028, 0.034], [0.015, -0.030, -0.025], [-0.122, 0.178, 0.365], [0.020, -0.023, 0.036], [0.059, 0.159, 0.095], [0.015, 0.001, 0.022], [0.002, 0.005, -0.010], [0.026, 0.021, -0.028], [-0.020, 0.002, 0.009], [0.003, -0.004, 0.010], [0.012, 0.005, 0.009], [-0.003, 0.000, 0.002], [-0.006, -0.004, -0.006], [-0.003, -0.007, 0.010], [0.001, 0.016, 0.001]],
  "e_above_lowest_kcal_mol": 37.8,
  "total_charge": -1,
  "e_tot_ha": -5580.9573,
  "largest_force_ev_per_a": 0.508,
  "homo_energy_ev": [-2.57, -4.36],
  "orbital_gap_ev": [4.82, 6.61],
  "s_squared": 0.779,
  "spin_multiplicity": 2
}